i.
C3H12N2OS | ωB97M-V with the def2-TZVPD basis set

E_LUMO (eV): 0.480
Highest occupied orbital energy (Eh): -0.322
SMILES: NC[C@@H](N)CS.O
Spin multiplicity: 1
HOMO-LUMO gap (Ha): 0.3392

Each line ends with the natural charge from an NBO analysis.
Positions of all 19 atoms, in Å:
N  0.19  -0.03  2.02  -0.845
C  0.44  -0.80  0.82  -0.076
C  -0.38  -2.14  0.96  -0.540
S  -0.02  -3.23  2.35  -0.042
C  -0.20  0.06  -0.33  -0.218
N  0.64  1.20  -0.78  -0.820
H  1.04  0.16  2.55  0.381
H  -0.38  0.75  1.67  0.365
H  1.41  -0.97  0.40  0.194
H  -1.41  -1.89  0.93  0.227
H  -0.33  -2.68  0.01  0.205
H  1.25  -3.78  2.17  0.131
H  -1.08  0.62  0.11  0.160
H  -0.58  -0.48  -1.23  0.180
H  1.10  1.08  -1.59  0.353
H  -0.13  1.86  -1.06  0.342
H  -0.07  4.08  -2.87  0.477
H  -1.15  2.94  -2.86  0.470
O  -0.33  3.25  -3.27  -0.944

ii.
C3H12N2OS | ωB97M-V with the def2-TZVPD basis set

E_LUMO (eV): 0.749
Highest occupied orbital energy (Eh): -0.338
SMILES: NC[C@H](N)CS.O
Spin multiplicity: 1
HOMO-LUMO gap (Ha): 0.3655

Each line ends with the natural charge from an NBO analysis.
Positions of all 19 atoms, in Å:
N  -1.57  -0.06  0.98  -0.839
C  -0.95  0.62  -0.17  -0.103
C  -1.42  0.12  -1.52  -0.474
S  -3.07  1.04  -1.73  -0.092
C  0.58  0.47  -0.04  -0.223
N  1.01  0.23  1.43  -0.843
H  -0.97  -0.83  1.36  0.357
H  -2.47  -0.42  0.60  0.359
H  -1.14  1.67  -0.17  0.184
H  -1.76  -0.84  -1.39  0.207
H  -0.73  0.13  -2.34  0.229
H  -3.30  1.27  -0.42  0.128
H  0.83  -0.39  -0.72  0.182
H  1.18  1.37  -0.32  0.211
H  0.61  -0.66  1.81  0.345
H  0.71  1.05  1.99  0.371
H  4.62  -1.88  -0.34  0.462
H  3.61  -1.08  0.42  0.472
O  4.23  -1.80  0.57  -0.935

Taking the most stable structure as the zero point, the relative energies in kJ/mol are i 10.4; ii 0.0.